Run a
11
Properties=species:S:1:pos:R:3 method="wB97M-V/def2-TZVPD" mol_weight_g_mol=110.1 homo_ha="-0.296 / -0.296" charge=0
C 0.88543 -0.27846 0.44506
C -0.01429 1.05464 -1.12170
C -0.13328 -0.78461 1.50758
O 1.96885 -0.76063 0.27176
O -0.28283 0.33708 -2.24202
F -1.15474 -1.36330 0.60731
F -0.64086 0.23623 2.15613
H -0.78199 1.45797 -0.45791
H 1.07243 1.46139 -1.04056
H 0.27513 -1.45076 2.18431
H -1.19385 0.09044 -2.30996

=====

Run b
11
Properties=species:S:1:pos:R:3 method="wB97M-V/def2-TZVPD" mol_weight_g_mol=110.1 homo_ha=-0.367 charge=0 smiles="O=CC(F)F.C=O"
O -0.48056 1.79872 0.64525
C -0.26690 0.74294 1.15079
C 1.11421 -0.00726 1.31525
F 1.75875 -0.10010 0.17449
F 0.88320 -1.23453 1.82885
H -1.21418 0.33029 1.70106
H 1.74417 0.41052 2.02374
C -0.92465 -0.50233 -2.21851
O -0.95466 -0.34550 -1.02871
H -1.43474 0.12435 -2.90557
H -0.22465 -1.21710 -2.68664

=====

Decreasing stability: run b, run a

=====

Run a
6
Properties=species:S:1:pos:R:3 method="wB97M-V/def2-TZVPD" mol_weight_g_mol=151.5 homo_ha=-0.401 charge=0 smiles=O[Si](Cl)(Cl)Cl
O 1.27974 0.46518 0.03600
Si -0.22240 -0.24694 -0.08575
Cl -0.27730 -1.26135 -1.74549
Cl -1.63528 1.51377 -0.44283
Cl -1.01012 -1.05061 1.52032
H 1.86536 0.57994 0.71776

=====

Run b
6
Properties=species:S:1:pos:R:3 method="wB97M-V/def2-TZVPD" mol_weight_g_mol=151.5 homo_ha=-0.405 charge=0 smiles=O[Si](Cl)(Cl)Cl
O -0.36932 -0.62390 -0.20795
Si -1.77093 -0.13710 -0.71726
Cl -1.72620 1.08112 -2.30740
Cl -2.85138 1.29937 0.77589
Cl -2.92159 -1.80561 -0.81683
H -0.27105 -0.94782 0.67458

=====

Decreasing stability: run b, run a

=====

Run a
10
Properties=species:S:1:pos:R:3 method="wB97M-V/def2-TZVPD" mol_weight_g_mol=189.0 homo_ha=-0.341 charge=0 smiles=CCN(F)I
C 0.87574 0.81234 -0.34694
C 0.19505 -0.28422 0.48814
N -0.91916 -0.80339 -0.20938
F -1.52726 -2.15887 0.31326
I -2.55421 0.50482 -0.60674
H 0.92642 1.68389 0.14225
H 1.91490 0.37648 -0.64311
H 0.23677 0.91362 -1.27140
H 0.87649 -1.16285 0.70228
H -0.02475 0.11817 1.43165

=====

Run b
10
Properties=species:S:1:pos:R:3 method="wB97M-V/def2-TZVPD" mol_weight_g_mol=189.0 homo_ha="-0.264 / -0.338" charge=0
C -0.43507 0.36648 0.47371
C -0.58620 -0.46584 -1.78104
N -0.75773 -0.67843 -0.46265
F -0.74670 -1.54625 -2.53415
I -1.32253 1.29052 -2.64567
H -1.21790 1.12892 0.45341
H -0.37354 -0.05494 1.47249
H 0.52026 0.83183 0.20863
H 1.79950 -0.22486 -1.95777
H -0.53801 -1.62488 -0.17423

=====

Decreasing stability: run a, run b

=====

Run a
9
Properties=species:S:1:pos:R:3 method="wB97M-V/def2-TZVPD" mol_weight_g_mol=144.0 homo_ha=-0.082 charge=-2
O -4.85514 -1.42326 -1.58259
O -4.19163 -1.28819 -3.97405
O 1.98961 1.41513 1.51900
O 3.24376 -0.89281 0.71183
O 1.13859 2.86586 3.34566
P 0.89945 2.37264 1.92747
P -4.64316 -2.21899 -2.86607
H 2.61512 -0.22244 0.95903
H 3.80341 -0.60794 -0.04028

=====

Run b
9
Properties=species:S:1:pos:R:3 method="wB97M-V/def2-TZVPD" mol_weight_g_mol=144.0 homo_ha=0.033 charge=-2
O -1.82505 0.97786 1.63582
O 2.31807 -1.12592 0.68154
O 0.78256 0.87192 0.88988
O 0.47334 -1.91631 -2.30790
O -0.77387 0.21989 -2.07284
P 0.52491 -0.49598 -1.80226
P 0.95322 -0.54935 0.40065
H -0.81464 0.75521 1.82677
H -1.63855 1.26268 0.74835

=====

Decreasing stability: run a, run b

=====

Run a
87
Properties=species:S:1:pos:R:3 method="wB97M-V/def2-TZVPD" mol_weight_g_mol=885.2 s_squared=0.79 homo_ha="-0.289 / -0.299" charge=0 multiplicity=2
Ti 12.78568 8.05338 14.57161
C 10.34623 6.69768 17.89077
O 11.56850 6.27275 17.22874
C 12.69324 6.74421 17.81931
C 12.64141 7.13599 19.15006
C 13.80352 7.53581 19.82274
C 15.01920 7.53185 19.14421
C 15.04717 7.22930 17.79073
C 13.89820 6.94120 17.04835
N 14.02956 6.81095 15.65507
N 15.30674 6.70248 15.25060
C 15.61885 6.32735 13.98910
C 14.65633 6.30923 12.96842
O 13.43975 6.76837 13.22541
C 15.02753 5.78520 11.68636
C 16.31945 5.54295 11.31883
C 17.37770 5.62901 12.29099
C 18.75556 5.36497 12.01649
C 19.72066 5.50740 13.01414
C 19.39626 5.98317 14.29113
C 18.08299 6.28429 14.56222
C 17.04502 6.05273 13.61724
H 10.22370 6.27918 18.91070
H 10.26980 7.79941 17.91225
H 9.49220 6.34485 17.29721
H 11.71346 7.13472 19.73423
H 13.77181 7.83755 20.87192
H 15.94433 7.71186 19.70093
H 15.95965 7.31866 17.22775
H 14.21016 5.63798 10.98898
H 16.57676 5.28306 10.27681
H 19.01766 5.01822 11.02906
H 20.74312 5.27247 12.79384
H 20.19709 6.17118 15.03303
H 17.75624 6.68610 15.52974
C 11.17478 4.52102 14.05987
As 10.66401 6.45784 13.92717
C 8.80664 5.98290 14.57910
C 10.29656 6.54132 11.98338
C 9.65070 7.83803 11.38748
C 8.48236 8.35358 12.23656
C 10.68724 8.92399 11.17469
As 11.59808 9.91157 12.69907
C 10.24997 11.23616 13.34843
C 12.79312 11.08854 11.57689
C 9.19533 7.33832 10.01248
As 8.37942 8.50888 8.61526
C 10.00966 9.36427 7.88193
C 7.62604 10.08485 9.59334
H 10.38619 3.90095 13.58636
H 11.24320 4.28446 15.10662
H 12.15677 4.36353 13.59172
H 8.35215 5.31794 13.83029
H 8.19987 6.86979 14.72555
H 8.93366 5.45912 15.52563
H 9.65863 5.65702 11.77212
H 11.28986 6.33494 11.55918
H 8.72843 8.42442 13.31618
H 7.58139 7.73357 12.14351
H 8.20147 9.35971 11.94096
H 10.29031 9.75705 10.56895
H 11.56345 8.53560 10.62357
H 9.63344 11.66543 12.56501
H 10.82016 12.01444 13.85038
H 9.65812 10.75300 14.11765
H 12.27118 11.45295 10.69054
H 13.67912 10.48242 11.34290
H 13.07956 11.92303 12.24209
H 8.43123 6.53806 10.16579
H 10.04595 6.82321 9.50905
H 10.77674 8.64468 7.66308
H 10.45253 10.10502 8.54865
H 9.72455 9.86571 6.94538
H 6.83352 9.77500 10.26507
H 7.20126 10.76192 8.82186
H 8.39158 10.66459 10.12526
O 12.87561 10.57799 17.90978
P 12.22085 10.77760 16.45852
O 11.05326 11.66475 16.54431
O 11.95778 9.34304 15.85430
O 13.27998 11.46082 15.42712
P 14.67171 10.66918 15.01592
O 15.52155 10.23817 16.31837
O 15.35834 11.67888 14.19454
O 14.17579 9.36602 14.36372
H 13.55918 9.86944 18.01997
H 16.38170 10.68436 16.27112

=====

Run b
87
Properties=species:S:1:pos:R:3 method="wB97M-V/def2-TZVPD" mol_weight_g_mol=885.2 s_squared=0.89 homo_ha="-0.231 / -0.273" charge=0 multiplicity=2
Ti 0.98090 0.87072 -0.48040
C 2.73393 5.02895 1.71460
O 2.19509 4.05479 0.79824
C 1.74815 4.53148 -0.38244
C 2.09397 5.76494 -0.94840
C 1.64749 6.17634 -2.19146
C 0.92813 5.25666 -2.95384
C 0.66486 3.98941 -2.47408
C 0.97097 3.61890 -1.13833
N 0.26869 2.69463 -0.35550
N -1.05360 2.75799 -0.65006
C -1.86298 2.25393 0.28082
C -1.28664 1.43894 1.34523
O -0.26869 0.64119 1.06278
C -1.93875 1.51160 2.58540
C -3.28382 1.87581 2.66089
C -3.96971 2.26748 1.50221
C -5.35649 2.49236 1.55560
C -6.11062 2.57151 0.39128
C -5.41459 2.64820 -0.83053
C -4.03544 2.46282 -0.89720
C -3.28924 2.36469 0.25971
H 2.02102 5.84005 1.89451
H 3.02812 4.46679 2.59614
H 3.64635 5.44268 1.28362
H 2.69129 6.47900 -0.34868
H 1.92617 7.13172 -2.59369
H 0.54986 5.45888 -3.95370
H 0.09239 3.27852 -3.06549
H -1.37415 1.25045 3.46755
H -3.85456 1.87503 3.59650
H -5.78286 2.55534 2.54196
H -7.22051 2.58322 0.47608
H -5.95807 2.82667 -1.76977
H -3.47149 2.50914 -1.80609
C 4.74028 -0.60248 0.57137
As 2.96443 -0.79708 1.27480
C 3.00925 -0.82159 3.24042
C 2.21783 -2.39321 0.36356
C 1.04108 -3.26313 0.91024
C 0.46238 -2.77245 2.28940
C -0.09931 -3.25538 -0.15071
As -1.21055 -1.67887 -0.70944
C -2.56152 -1.71103 0.78095
C -2.34463 -2.62670 -2.00400
C 1.51289 -4.74767 1.10958
As 0.23037 -6.30215 0.99997
C -1.34066 -5.63254 2.00629
C -0.54917 -6.41874 -0.83301
H 5.52920 -1.07137 1.20160
H 4.91044 0.48116 0.59151
H 4.81584 -1.00605 -0.45786
H 3.73182 -1.61000 3.52753
H 2.05342 -0.98154 3.68760
H 3.43313 0.15674 3.52576
H 3.15600 -2.96502 0.25924
H 2.00438 -2.09093 -0.68374
H 0.15152 -1.69945 2.21370
H 1.22294 -2.90412 3.09204
H -0.42576 -3.36763 2.55014
H -0.89565 -3.94211 0.15326
H 0.30804 -3.57495 -1.11114
H -2.91016 -2.76910 0.89528
H -3.39881 -1.02298 0.57814
H -2.04289 -1.36349 1.68998
H -1.76627 -2.65772 -2.90335
H -3.22889 -2.00002 -2.22486
H -2.61406 -3.64151 -1.70672
H 2.06447 -4.90323 2.02990
H 2.23852 -5.01643 0.31581
H -1.06471 -5.37492 3.02932
H -2.10453 -6.44031 2.06457
H -1.79879 -4.74367 1.52032
H 0.18668 -5.99807 -1.55007
H -1.52985 -5.90156 -0.91154
H -0.70159 -7.50502 -1.01803
O -0.02212 -0.88219 -4.06821
P 0.40295 0.68170 -3.85939
O -0.23509 1.68483 -4.72928
O 0.14920 0.84934 -2.34530
O 2.06034 0.73581 -3.98987
P 3.28228 0.42843 -2.88170
O 3.92032 1.92624 -2.61438
O 2.49332 0.31071 -1.53154
O 2.18347 0.77571 0.98767
H -0.41087 -1.06281 -4.95841
H 4.12396 2.51773 -3.39081

=====

Decreasing stability: run a, run b

=====

Run a
10
Properties=species:S:1:pos:R:3 method="wB97M-V/def2-TZVPD" mol_weight_g_mol=107.2 homo_ha=-0.289 charge=0 smiles=CC1(N)SS1
C 0.76889 -0.77488 -0.10153
C -0.47169 0.16678 -0.02534
N -0.09267 1.48369 0.05674
S -1.89433 -0.91303 1.27161
S -1.80749 -0.65710 -0.87805
H 1.55547 -0.12243 0.31937
H 0.80064 -0.82336 -1.20299
H 0.89376 -1.79386 0.27933
H -0.66254 2.22527 0.33930
H 0.90995 1.20893 -0.05844

=====

Run b
10
Properties=species:S:1:pos:R:3 method="wB97M-V/def2-TZVPD" mol_weight_g_mol=107.2 homo_ha=-0.313 charge=0 smiles="CSC(N)=S"
C -0.76493 -1.26120 -1.10481
S 0.59225 -0.89843 -0.04710
C 0.27868 0.72394 0.47379
N 1.08883 1.11963 1.43165
S -0.91426 1.73237 -0.11575
H -1.31454 -0.39646 -1.29943
H -1.51145 -1.88411 -0.67220
H -0.33892 -1.73867 -1.99389
H 1.81453 0.54228 1.74486
H 1.06980 2.06065 1.58288

=====

Decreasing stability: run b, run a